[1]
134
Properties=species:S:1:pos:R:3 method="wB97M-V/def2-TZVPD" spin_multiplicity=1 total_charge=+1
C 9.14 0.07 -1.11
C 7.70 0.04 -1.73
B 6.59 -0.60 -0.79
O 6.29 -1.93 -0.92
C 5.77 0.36 0.27
C 6.71 0.37 1.46
O 7.39 -0.91 1.53
N 8.52 -0.79 2.37
O 9.17 -1.75 2.30
N 5.48 1.66 -0.31
C 6.34 2.77 -0.08
O 6.02 3.34 1.21
C 6.90 4.26 1.68
F 6.23 5.31 2.18
F 7.63 3.75 2.68
F 7.75 4.73 0.75
C 4.76 1.65 -1.56
C 3.42 0.95 -1.40
F 2.49 1.82 -0.95
N 3.50 -0.31 -0.59
C 2.14 -0.97 -0.50
C 1.07 -0.45 0.44
C -0.13 -1.46 0.37
C -1.33 -0.94 -0.45
C -2.55 -0.66 0.48
C -3.11 0.72 0.15
O -2.08 1.67 0.42
C -2.18 2.81 -0.32
C -2.14 4.10 0.47
O -2.26 2.80 -1.54
C 4.36 -0.26 0.63
Br 3.62 1.09 1.91
C 4.43 -1.62 1.39
C 4.09 -1.66 2.87
C 5.02 -1.51 3.84
C 4.73 -1.59 5.17
C 3.44 -1.80 5.57
C 2.48 -1.97 4.60
C 1.06 -2.22 5.06
C 2.81 -1.92 3.29
H 9.84 -0.38 -1.81
H 9.23 -0.46 -0.17
H 9.46 1.10 -0.96
H 7.75 -0.54 -2.65
H 7.43 1.07 -1.99
H 5.77 -2.11 -1.72
H 7.52 1.09 1.35
H 6.26 0.57 2.43
H 7.40 2.48 -0.14
H 6.22 3.55 -0.83
H 4.51 2.69 -1.77
H 5.32 1.30 -2.44
H 3.10 0.63 -2.39
H 3.99 -0.95 -1.23
H 1.72 -0.88 -1.51
H 2.24 -2.05 -0.38
H 0.66 0.49 0.07
H 1.32 -0.36 1.49
H 0.19 -2.41 -0.08
H -0.41 -1.73 1.39
H -1.65 -1.77 -1.09
H -1.09 -0.09 -1.09
H -3.31 -1.43 0.37
H -2.27 -0.64 1.53
H -3.40 0.72 -0.90
H -4.00 0.89 0.76
H -1.11 4.44 0.46
H -2.80 4.81 -0.01
H -2.46 3.94 1.50
H 3.76 -2.38 0.96
H 5.41 -2.09 1.31
H 6.06 -1.35 3.57
H 5.49 -1.48 5.93
H 3.21 -1.87 6.63
H 1.05 -2.78 5.99
H 0.64 -1.24 5.31
H 0.44 -2.68 4.30
H 2.00 -2.10 2.59
C -4.80 -4.15 -1.67
N -3.62 -3.25 -1.67
O -3.60 -2.33 -2.46
O -2.74 -3.49 -0.86
H -5.49 -3.81 -2.43
H -4.45 -5.16 -1.89
H -5.24 -4.10 -0.69
C -8.48 -2.00 0.47
N -7.27 -2.78 0.11
O -7.35 -3.60 -0.77
O -6.25 -2.53 0.73
H -9.30 -2.32 -0.16
H -8.70 -2.20 1.52
H -8.26 -0.95 0.31
C -3.00 -4.44 2.27
N -2.57 -3.84 3.56
O -3.40 -3.66 4.42
O -1.39 -3.56 3.66
H -4.07 -4.64 2.32
H -2.77 -3.73 1.49
H -2.44 -5.37 2.14
C -11.82 0.18 -2.48
N -10.68 -0.38 -1.70
O -10.93 -1.08 -0.73
O -9.56 -0.11 -2.08
H -12.74 -0.15 -2.02
H -11.73 1.26 -2.44
H -11.74 -0.20 -3.49
C -9.44 3.28 -0.17
N -10.93 3.38 -0.11
O -11.56 3.11 -1.11
O -11.41 3.73 0.94
H -9.16 2.96 -1.16
H -9.04 4.26 0.06
H -9.14 2.55 0.58
C -1.36 1.11 -3.97
N -0.12 0.30 -4.15
O -0.14 -0.60 -4.95
O 0.84 0.61 -3.47
H -2.13 0.72 -4.63
H -1.66 1.01 -2.93
H -1.12 2.14 -4.21
C 4.71 -3.78 -5.24
N 5.20 -3.21 -3.95
O 4.38 -2.99 -3.07
O 6.38 -3.00 -3.86
H 3.64 -3.92 -5.17
H 4.97 -3.08 -6.02
H 5.21 -4.73 -5.38
C -3.97 8.16 -0.04
N -4.85 7.03 0.35
O -5.13 6.91 1.52
O -5.21 6.29 -0.54
H -3.72 8.73 0.85
H -3.07 7.75 -0.49
H -4.51 8.77 -0.75

***

[2]
26
Properties=species:S:1:pos:R:3 method="wB97M-V/def2-TZVPD" e_above_lowest_kcal_mol=0.0 spin_multiplicity=1 total_charge=+2
C -1.01 -0.44 0.34
C -0.84 0.85 1.06
C 1.06 0.41 -0.07
C -2.14 -1.15 0.37
C 2.30 0.55 -0.52
C -2.33 -2.34 -0.49
C 3.01 2.31 -0.26
N 0.12 -0.61 -0.39
N -3.81 -2.52 -0.68
N 2.69 2.66 1.15
O -1.65 1.39 1.77
O 0.40 1.36 0.69
O 2.93 -0.27 -1.35
H -2.88 -0.61 0.99
H -1.98 -3.33 0.05
H -1.85 -2.27 -1.37
H 2.40 2.98 -0.77
H 4.03 2.18 -0.59
H 0.16 -1.19 -1.16
H -4.31 -2.97 0.04
H -4.09 -3.23 -1.36
H -4.15 -1.55 -0.93
H 2.73 3.67 1.23
H 3.41 2.39 1.86
H 1.96 2.15 1.43
H 3.84 -0.43 -1.03

***

[3]
25
Properties=species:S:1:pos:R:3 method="wB97M-V/def2-TZVPD" e_above_lowest_kcal_mol=42.9 spin_multiplicity=1 total_charge=+1
C 0.10 -0.85 -1.62
N 1.34 -1.08 -0.81
C 2.42 -0.22 -1.37
C -0.77 0.30 -1.04
N -0.35 0.42 0.46
C -0.94 -0.65 1.31
C -2.46 -0.56 1.36
H -0.57 -1.69 -1.81
H 0.44 -0.44 -2.61
H 1.49 -2.07 -0.97
H 2.26 0.16 -2.39
H 3.36 -0.73 -1.52
H 2.58 0.70 -0.77
H -1.85 0.22 -0.93
H -0.48 1.21 -1.56
H -0.87 1.28 0.70
H 0.65 0.51 0.53
H -0.59 -0.72 2.37
H -0.60 -1.67 1.05
H -3.02 -1.50 1.21
H -2.77 -0.12 2.33
H -2.93 0.13 0.70
H 1.15 2.91 1.16
H 1.44 2.31 2.52
O 0.95 2.14 1.70

***

| no. | HOMO level (eV) |
| --- | --- |
| 1 | -10.81 |
| 2 | -14.95 |
| 3 | -13.54 |